(1)
The following is a DFT calculation (the ωB97M-V functional and the def2-TZVPD basis) of C4H9NO in the gas phase.

Calculated values
* SMILES: C[C@@]1(CO)CN1
* frontier orbital gap: 10.5 eV
* spin multiplicity: 1
* HOMO energy: -0.350 Ha
* ΔE to the lowest compared entry with this formula, charge and spin: 234.10 kJ/mol
* F_max: 0.47 eV/A
* calculated total energy: -7829.894 eV

Each atom is followed by the atoms it is bonded to, with distances in Å.
Positions of all 15 atoms, in Å:
1 C -1.44 -0.82 -0.07  C2 1.527, H7 1.094, H8 1.099, H9 1.090
2 C -0.08 -0.14 0.16  C1 1.527, C3 1.532, C5 1.474, N6 1.471
3 C 1.14 -0.72 -0.57  C2 1.532, O4 1.411, H10 1.104, H11 1.093
4 O 1.99 0.30 -1.05  C3 1.411, H12 0.969
5 C -0.26 1.32 0.22  C2 1.474, N6 1.454, H13 1.091, H14 1.080
6 N 0.40 0.63 1.31  C2 1.471, C5 1.454, H15 1.014
7 H -2.09 -0.86 0.81  C1 1.094
8 H -1.97 -0.21 -0.82  C1 1.099
9 H -1.33 -1.81 -0.51  C1 1.090
10 H 1.70 -1.37 0.12  C3 1.104
11 H 0.84 -1.32 -1.43  C3 1.093
12 H 2.23 0.83 -0.27  O4 0.969
13 H -1.29 1.63 0.40  C5 1.091
14 H 0.31 1.94 -0.46  C5 1.080
15 H -0.16 0.61 2.16  N6 1.014

***

(2)
The following is a DFT calculation (the ωB97M-V functional and the def2-TZVPD basis) of C4H9NO in the gas phase in a non-equilibrium geometry.

Calculated values
* SMILES: C/C=N/COC
* frontier orbital gap: 10.2 eV
* spin multiplicity: 1
* HOMO energy: -0.338 Ha
* ΔE to the lowest compared entry with this formula, charge and spin: 301.27 kJ/mol
* F_max: 1.41 eV/A
* calculated total energy: -7829.198 eV

Each atom is followed by the atoms it is bonded to, with distances in Å.
Positions of all 15 atoms, in Å:
1 C 2.40 0.93 0.51  C2 1.482, H7 1.086, H8 1.101, H9 1.091
2 C 1.11 0.49 -0.07  C1 1.482, N3 1.280, H10 1.102
3 N 0.11 0.18 0.67  C2 1.280, C4 1.446
4 C -0.40 -1.05 0.10  N3 1.446, O5 1.386, H11 1.124, H12 1.094
5 O -1.76 -1.24 -0.11  C4 1.386, C6 1.408
6 C -2.55 -0.12 -0.43  O5 1.408, H13 1.095, H14 1.097, H15 1.098
7 H 2.23 1.79 1.15  C1 1.086
8 H 2.77 0.11 1.13  C1 1.101
9 H 3.15 1.13 -0.27  C1 1.091
10 H 1.07 0.34 -1.16  C2 1.102
11 H 0.28 -1.23 -0.78  C4 1.124
12 H -0.09 -1.82 0.80  C4 1.094
13 H -3.36 -0.48 -1.08  C6 1.095
14 H -1.99 0.67 -0.95  C6 1.097
15 H -2.99 0.32 0.48  C6 1.098

***

(3)
The following is a DFT calculation (the ωB97M-V functional and the def2-TZVPD basis) of C4H9NO in the gas phase in a non-equilibrium geometry.

Calculated values
* SMILES: CN(C)CC=O
* frontier orbital gap: 9.5 eV
* spin multiplicity: 1
* HOMO energy: -0.316 Ha
* ΔE to the lowest compared entry with this formula, charge and spin: 358.36 kJ/mol
* F_max: 3.86 eV/A
* calculated total energy: -7828.606 eV

Each atom is followed by the atoms it is bonded to, with distances in Å.
Positions of all 15 atoms, in Å:
1 C -1.26 -0.79 0.37  N2 1.451, H7 1.101, H8 1.097, H9 1.094
2 N -0.35 0.34 0.30  C1 1.451, C3 1.456, C4 1.459
3 C -0.98 1.49 -0.33  N2 1.456, H10 1.097, H11 1.095, H12 1.102
4 C 0.96 0.01 -0.26  N2 1.459, C5 1.470, H13 1.089, H14 1.283
5 C 1.92 -0.77 0.54  C4 1.470, O6 1.231, H15 1.095
6 O 2.72 -1.35 -0.20  C5 1.231
7 H -1.49 -1.19 -0.63  C1 1.101
8 H -2.20 -0.49 0.86  C1 1.097
9 H -0.81 -1.59 0.97  C1 1.094
10 H -1.92 1.73 0.16  C3 1.097
11 H -0.33 2.36 -0.25  C3 1.095
12 H -1.19 1.30 -1.40  C3 1.102
13 H 1.43 0.92 -0.62  C4 1.089
14 H 1.57 -0.73 -1.11  C4 1.283
15 H 1.96 -0.93 1.62  C5 1.095

***

(4)
The following is a DFT calculation (the ωB97M-V functional and the def2-TZVPD basis) of a 2-piece molecular cluster, C4H9NO overall.

Calculated values
* SMILES: O=CC[C@H]1CN1.[H][H]
* frontier orbital gap: 10.7 eV
* spin multiplicity: 1
* HOMO energy: -0.359 Ha
* ΔE to the lowest compared entry with this formula, charge and spin: 357.46 kJ/mol
* F_max: 0.58 eV/A
* calculated total energy: -7828.615 eV

Each atom is followed by the atoms it is bonded to, with distances in Å.
Positions of all 15 atoms, in Å:
1 O -0.26 1.67 1.04  C2 1.209
2 C -0.65 1.20 0.00  O1 1.209, C3 1.493, H7 1.108
3 C -0.91 -0.25 -0.25  C2 1.493, C4 1.536, H8 1.097, H9 1.093
4 C 0.49 -0.64 -0.72  C3 1.536, C5 1.496, N6 1.449, H10 1.089
5 C 1.76 -0.17 -0.07  C4 1.496, N6 1.453, H11 1.089, H12 1.088
6 N 1.23 -1.50 0.19  C4 1.449, C5 1.453, H13 1.012
7 H -0.67 1.80 -0.93  C2 1.108
8 H -1.65 -0.42 -1.04  C3 1.097
9 H -1.19 -0.84 0.63  C3 1.093
10 H 0.58 -0.76 -1.80  C4 1.089
11 H 1.77 0.53 0.76  C5 1.089
12 H 2.60 -0.06 -0.75  C5 1.088
13 H 1.74 -2.23 -0.30  N6 1.012
14 H -2.74 0.68 1.49  H15 0.742
15 H -2.12 0.98 1.76  H14 0.742

***

(5)
The following is a DFT calculation (the ωB97M-V functional and the def2-TZVPD basis) of a 2-piece molecular cluster, C4H9NO overall in a non-equilibrium geometry.

Calculated values
* SMILES: C=CC(=C)N.O
* frontier orbital gap: 8.8 eV
* spin multiplicity: 1
* HOMO energy: -0.295 Ha
* ΔE to the lowest compared entry with this formula, charge and spin: 366.51 kJ/mol
* F_max: 5.68 eV/A
* calculated total energy: -7828.521 eV

Each atom is followed by the atoms it is bonded to, with distances in Å.
Positions of all 15 atoms, in Å:
1 C -0.66 -0.12 -1.42  C2 1.329, H6 1.143, H7 1.057
2 C -1.15 -0.72 -0.34  C1 1.329, C3 1.524, H8 1.047
3 C -0.17 -1.39 0.62  C2 1.524, C4 1.337, N5 1.377
4 C -0.70 -2.24 1.50  C3 1.337, H9 1.017, H10 1.036
5 N 1.10 -0.89 0.77  C3 1.377, H11 1.088, H12 0.949
6 H -1.10 0.53 -2.25  C1 1.143
7 H 0.30 -0.13 -1.86  C1 1.057
8 H -2.14 -0.66 0.00  C2 1.047
9 H -1.68 -2.43 1.67  C4 1.017
10 H -0.33 -2.69 2.36  C4 1.036
11 H 1.94 -1.56 0.99  N5 1.088
12 H 1.40 0.00 0.66  N5 0.949
13 O 1.30 4.06 -0.71  H14 0.917, H15 0.933
14 H 1.22 4.86 -1.14  O13 0.917
15 H 0.68 3.38 -0.85  O13 0.933

***

(6)
The following is a DFT calculation (the ωB97M-V functional and the def2-TZVPD basis) of C4H9NO in the gas phase in a non-equilibrium geometry.

Calculated values
* SMILES: CNCCC=O
* frontier orbital gap: 9.5 eV
* spin multiplicity: 1
* HOMO energy: -0.321 Ha
* ΔE to the lowest compared entry with this formula, charge and spin: 325.48 kJ/mol
* F_max: 5.64 eV/A
* calculated total energy: -7828.947 eV

Each atom is followed by the atoms it is bonded to, with distances in Å.
Positions of all 15 atoms, in Å:
1 C -0.27 -2.33 -1.05  N2 1.562, H7 1.136, H8 1.144, H9 1.014
2 N 0.27 -1.09 -0.27  C1 1.562, C3 1.408, H10 1.086
3 C -0.46 0.01 0.21  N2 1.408, C4 1.618, H11 1.253, H12 1.131
4 C 0.22 1.12 1.17  C3 1.618, C5 1.549, H13 1.108, H14 1.141
5 C 0.53 2.47 0.47  C4 1.549, O6 1.200, H15 1.154
6 O -0.27 3.21 -0.04  C5 1.200
7 H 0.45 -2.42 -1.92  C1 1.136
8 H -1.32 -2.03 -1.41  C1 1.144
9 H -0.22 -3.16 -0.47  C1 1.014
10 H 0.96 -0.73 -1.04  N2 1.086
11 H -1.46 -0.47 0.79  C3 1.253
12 H -0.79 0.70 -0.63  C3 1.131
13 H -0.48 1.23 2.03  C4 1.108
14 H 1.23 0.67 1.43  C4 1.141
15 H 1.60 2.81 0.72  C5 1.154

***

(7)
The following is a DFT calculation (the ωB97M-V functional and the def2-TZVPD basis) of a 2-piece molecular cluster, C4H9NO overall in a non-equilibrium geometry.

Calculated values
* frontier orbital gap (alpha / beta): 8.1 / 8.2 eV
* spin multiplicity: 1
* HOMO energy (alpha / beta): -0.263 / -0.266 Ha
* ΔE to the lowest compared entry with this formula, charge and spin: 604.06 kJ/mol
* F_max: 4.51 eV/A
* calculated total energy: -7826.059 eV

Each atom is followed by the atoms it is bonded to, with distances in Å.
Positions of all 15 atoms, in Å:
1 C -0.70 1.34 -0.95  C2 1.325, H7 1.029, H8 1.044
2 C -1.23 0.33 -0.27  C1 1.325, C3 1.481
3 C -2.22 -0.77 -0.19  C2 1.481, H9 1.060, H10 1.041, H11 1.139
4 C 2.27 -0.38 0.27  N5 1.459, H12 1.017, H13 1.090, H14 1.168
5 N 1.21 0.21 1.08  C4 1.459, O6 1.270, H15 1.019
6 O 0.08 -0.36 1.16  N5 1.270
7 H 0.15 1.80 -0.60  C1 1.029
8 H -1.19 1.76 -1.77  C1 1.044
9 H -1.70 -1.40 0.48  C3 1.060
10 H -3.16 -0.47 0.14  C3 1.041
11 H -2.30 -1.33 -1.18  C3 1.139
12 H 2.90 0.39 0.02  C4 1.017
13 H 2.78 -1.26 0.66  C4 1.090
14 H 1.71 -0.76 -0.67  C4 1.168
15 H 1.38 0.89 1.82  N5 1.019

***

(8)
The following is a DFT calculation (the ωB97M-V functional and the def2-TZVPD basis) of a 2-piece molecular cluster, C4H9NO overall.

Calculated values
* frontier orbital gap: 9.4 eV
* spin multiplicity: 1
* HOMO energy: -0.308 Ha
* ΔE to the lowest compared entry with this formula, charge and spin: 301.23 kJ/mol
* F_max: 0.60 eV/A
* calculated total energy: -7829.198 eV

Each atom is followed by the atoms it is bonded to, with distances in Å.
Positions of all 15 atoms, in Å:
1 C 2.91 -0.11 0.44  C2 1.333, H8 1.088, H9 1.088
2 C 2.38 0.95 -0.16  C1 1.333, H10 1.086, H11 1.086
3 C -0.51 0.41 -0.24  O4 1.343, N5 1.332
4 O -0.19 -0.76 0.33  C3 1.343, H7 0.974
5 N -1.83 0.44 -0.44  C3 1.332, C6 1.452, H12 1.007
6 C -2.79 -0.59 -0.09  N5 1.452, H13 1.096, H14 1.091, H15 1.092
7 H 0.78 -0.72 0.44  O4 0.974
8 H 3.27 -0.97 -0.12  C1 1.088
9 H 3.01 -0.16 1.52  C1 1.088
10 H 2.01 1.81 0.40  C2 1.086
11 H 2.26 1.01 -1.24  C2 1.086
12 H -2.19 1.26 -0.89  N5 1.007
13 H -2.91 -1.33 -0.89  C6 1.096
14 H -2.45 -1.11 0.81  C6 1.091
15 H -3.76 -0.12 0.11  C6 1.092

***

(9)
The following is a DFT calculation (the ωB97M-V functional and the def2-TZVPD basis) of C4H9NO in the gas phase in a non-equilibrium geometry.

Calculated values
* SMILES: CCN(C)C=O
* frontier orbital gap: 9.7 eV
* spin multiplicity: 1
* HOMO energy: -0.325 Ha
* ΔE to the lowest compared entry with this formula, charge and spin: 155.39 kJ/mol
* F_max: 1.72 eV/A
* calculated total energy: -7830.709 eV

Each atom is followed by the atoms it is bonded to, with distances in Å.
Positions of all 15 atoms, in Å:
1 C 1.94 -0.26 -0.01  C2 1.515, H7 1.088, H8 1.088, H9 1.090
2 C 0.62 -0.40 -0.73  C1 1.515, N3 1.483, H10 1.091, H11 1.091
3 N -0.50 0.08 0.11  C2 1.483, C4 1.445, C5 1.394
4 C -1.85 -0.25 -0.31  N3 1.445, H12 1.094, H13 1.086, H14 1.091
5 C -0.42 1.04 1.12  N3 1.394, O6 1.200, H15 1.109
6 O 0.20 0.94 2.14  C5 1.200
7 H 2.16 0.76 0.30  C1 1.088
8 H 2.74 -0.67 -0.63  C1 1.088
9 H 1.86 -0.81 0.93  C1 1.090
10 H 0.35 -1.45 -0.86  C2 1.091
11 H 0.56 0.14 -1.68  C2 1.091
12 H -2.32 -0.97 0.37  C4 1.094
13 H -1.82 -0.69 -1.30  C4 1.086
14 H -2.50 0.63 -0.32  C4 1.091
15 H -1.03 1.93 0.87  C5 1.109

***

(10)
The following is a DFT calculation (the ωB97M-V functional and the def2-TZVPD basis) of a 2-piece molecular cluster, C4H9NO overall.

Calculated values
* SMILES: C1CN1.C1CO1
* frontier orbital gap: 10.2 eV
* spin multiplicity: 1
* HOMO energy: -0.338 Ha
* ΔE to the lowest compared entry with this formula, charge and spin: 360.97 kJ/mol
* F_max: 0.69 eV/A
* calculated total energy: -7828.579 eV

Each atom is followed by the atoms it is bonded to, with distances in Å.
Positions of all 15 atoms, in Å:
1 C -2.76 0.62 -0.18  C2 1.492, N3 1.462, H4 1.097, H5 1.080
2 C -1.89 -0.55 -0.50  C1 1.492, N3 1.471, H6 1.100, H7 1.092
3 N -2.56 -0.44 0.80  C1 1.462, C2 1.471, H8 1.006
4 H -2.28 1.59 -0.03  C1 1.097
5 H -3.78 0.64 -0.55  C1 1.080
6 H -0.81 -0.32 -0.54  C2 1.100
7 H -2.29 -1.32 -1.17  C2 1.092
8 H -1.93 -0.19 1.54  N3 1.006
9 C 2.70 -0.72 0.07  C10 1.454, O11 1.421, H12 1.075, H13 1.091
10 C 2.61 0.73 0.13  C9 1.454, O11 1.434, H14 1.084, H15 1.086
11 O 1.44 -0.08 -0.06  C9 1.421, C10 1.434
12 H 2.80 -1.29 0.98  C9 1.075
13 H 3.11 -1.19 -0.82  C9 1.091
14 H 2.94 1.27 -0.75  C10 1.084
15 H 2.69 1.24 1.08  C10 1.086